Entry 1:
This record from the OMol25 dataset describes 2 unconnected molecules or ions with the total composition C4H11NO3 at a distorted geometry. The level of theory is ωB97M-V/def2-TZVPD.

## Properties
frontier orbital gap	10.8	eV
HOMO level	-10.1	eV
SMILES	CNC(=O)CCO.O
net charge	0

Structure (XYZ):
```
19
Properties=species:S:1:pos:R:3:nbo_charge:R:1
C 2.1048 1.1914 -1.4640 -0.423
N 1.6599 0.0897 -0.6316 -0.597
C 0.6563 0.2435 0.2625 0.690
O 0.1482 1.3338 0.4659 -0.672
C 0.2263 -1.0042 0.9850 -0.518
C -1.2857 -1.2299 0.8854 -0.056
O -1.6615 -2.4381 1.5288 -0.712
H 3.1675 1.0725 -1.6670 0.201
H 1.5469 1.2571 -2.3983 0.199
H 1.9624 2.1270 -0.9321 0.232
H 1.9839 -0.8228 -0.8927 0.396
H 0.4919 -0.8842 2.0395 0.226
H 0.7339 -1.8986 0.6265 0.211
H -1.5757 -1.3374 -0.1590 0.188
H -1.8336 -0.3820 1.2913 0.186
H -1.6198 -2.3069 2.4554 0.461
O -2.3747 1.3340 -0.9191 -0.972
H -1.5381 1.4878 -0.4378 0.494
H -2.7928 2.1671 -1.0386 0.465
```

---

Entry 2:
This record from the OMol25 dataset describes 2 unconnected molecules or ions with the total composition CH4NO3 at a distorted geometry. The level of theory is ωB97M-V/def2-TZVPD.

## Properties
frontier orbital gap (spin up / spin down)	6.4 / 5.2	eV
HOMO level (spin up / spin down)	-2.2 / -1.0	eV
net charge	-1

Structure (XYZ):
```
9
Properties=species:S:1:pos:R:3:nbo_charge:R:1
C 0.7342 -0.9049 -0.1258 0.535
N -1.4537 0.7872 0.6536 -0.637
O -0.5014 1.8107 0.5525 -0.674
O 1.3738 0.1525 -0.1841 -0.708
O 0.1363 -1.3693 -1.3325 -0.768
H 1.1292 -1.8061 0.3627 0.101
H -1.8523 0.8101 1.7241 0.209
H 0.2865 1.2409 0.4008 0.467
H 0.1475 -0.7210 -2.0513 0.474
```

---

Entry 3:
This record from the OMol25 dataset describes 2 unconnected molecules or ions with the total composition CHClFO3 at a distorted geometry. The level of theory is ωB97M-V/def2-TZVPD.

## Properties
frontier orbital gap (spin up / spin down)	9.1 / 9.1	eV
HOMO level (spin up / spin down)	-18.1 / -18.1	eV
net charge	+1

Structure (XYZ):
```
7
Properties=species:S:1:pos:R:3:nbo_charge:R:1
C -0.3620 -0.9480 0.4166 0.599
O 1.5908 -1.8594 -0.7341 0.254
O 0.1750 -1.4645 1.3309 -0.294
O 0.6421 -1.2074 -1.0225 0.057
F -0.1097 2.4885 0.3136 -0.570
Cl -1.6622 -0.2519 -0.1708 0.384
H -0.2738 3.2428 -0.1338 0.571
```

---

Entry 4:
This record from the OMol25 dataset describes 15 unconnected molecules or ions with the total composition C39H81N3O42 at a distorted geometry. The level of theory is ωB97M-V/def2-TZVPD.

## Properties
frontier orbital gap	10.4	eV
HOMO level	-10.2	eV
net charge	0

Structure (XYZ):
```
165
Properties=species:S:1:pos:R:3:lowdin_charge:R:1
C 7.3894 3.9243 5.2276 -0.010
O 6.5430 2.8798 4.6659 0.006
C 5.9069 3.2200 3.5564 -0.669
O 6.2441 4.1332 2.8647 0.126
O 5.0284 2.2955 3.2280 -0.011
C 4.3067 2.5894 1.9631 0.001
H 7.8816 3.5572 6.1123 0.091
H 6.7798 4.8119 5.3407 0.095
H 8.1131 4.2160 4.4916 0.081
H 3.9562 3.6092 1.9312 0.090
H 3.4466 1.8965 1.9372 0.077
H 5.0218 2.4544 1.1645 0.073
C 0.6742 -2.9336 -7.3798 0.017
O 0.4450 -2.5504 -5.9867 -0.012
C 1.3837 -1.8808 -5.3670 -0.616
O 2.4231 -1.3648 -5.8072 0.081
O 1.1236 -1.7129 -4.0971 0.013
C -0.2110 -1.9978 -3.5511 0.005
H -0.3294 -3.1408 -7.8034 0.099
H 1.2887 -3.8305 -7.3715 0.101
H 1.0826 -2.0867 -7.9239 0.093
H -0.0814 -1.9144 -2.4553 0.088
H -0.6060 -2.9954 -3.7335 0.087
H -0.9536 -1.2512 -3.8173 0.070
C -5.9842 -1.2685 1.2956 -0.013
O -7.0970 -2.1920 1.2684 0.027
C -6.8711 -3.3376 0.6915 -0.593
O -5.7346 -3.8126 0.4319 0.034
O -7.8883 -4.1554 0.5741 0.017
C -9.2895 -3.7945 0.9730 0.028
H -6.3915 -0.3066 1.5790 0.092
H -5.4462 -1.1848 0.3652 0.074
H -5.2805 -1.5751 2.0513 0.092
H -9.7698 -3.1097 0.3089 0.081
H -9.2852 -3.3179 1.9407 0.086
H -9.7465 -4.7841 0.9669 0.097
C -4.3156 1.4863 4.1719 -0.016
O -3.8650 1.0439 5.4687 0.006
C -2.9544 0.0751 5.5878 -0.602
O -2.5670 -0.2999 6.6768 0.115
O -2.4667 -0.2850 4.3936 -0.019
C -1.3295 -1.2025 4.3669 0.007
H -4.9046 2.3574 4.3436 0.094
H -4.8859 0.6932 3.6825 0.088
H -3.4660 1.7508 3.5409 0.071
H -0.9460 -1.1661 3.3430 0.078
H -1.6559 -2.2232 4.5349 0.093
H -0.5474 -0.9723 5.0778 0.086
C -3.4913 -4.7113 -2.0535 0.006
O -3.3137 -4.5891 -3.5312 0.010
C -3.1484 -3.3470 -3.9799 -0.634
O -3.2030 -2.3915 -3.2248 0.078
O -2.9457 -3.3108 -5.2887 0.013
C -3.0853 -2.0049 -5.8973 -0.016
H -3.5955 -5.7917 -1.8532 0.100
H -4.3695 -4.2097 -1.6680 0.071
H -2.5711 -4.3224 -1.6139 0.075
H -3.3719 -2.1999 -6.9259 0.095
H -2.0715 -1.5711 -5.8893 0.079
H -3.7571 -1.3213 -5.3846 0.091
C 5.9818 -0.5326 1.2889 0.018
O 6.5442 0.8041 1.4020 -0.016
C 7.8171 0.8778 1.0876 -0.635
O 8.4888 -0.0954 0.8284 0.104
O 8.3356 2.0744 1.2703 0.018
C 9.7645 2.2377 1.0668 -0.012
H 5.9859 -0.8440 0.2496 0.095
H 4.9684 -0.4781 1.6446 0.076
H 6.5873 -1.1961 1.9001 0.103
H 9.9245 3.2762 0.7949 0.094
H 10.0363 1.6091 0.2318 0.083
H 10.4572 1.9266 1.8327 0.092
C 3.7567 3.4768 -1.7285 0.039
O 2.5083 4.2561 -1.8599 0.012
C 1.5708 4.0806 -0.9699 -0.630
O 1.6632 3.4993 0.0988 0.102
O 0.4791 4.7566 -1.2513 -0.005
C 0.2731 5.5724 -2.3876 -0.034
H 4.2406 3.6461 -0.7735 0.084
H 4.4167 3.7024 -2.5567 0.096
H 3.4383 2.4332 -1.8772 0.072
H 0.8997 6.4557 -2.2707 0.100
H -0.7503 5.9112 -2.3510 0.091
H 0.3932 5.0765 -3.3721 0.106
C -2.6902 -1.4865 0.3319 0.054
O -1.2226 -1.6296 0.0020 0.012
C -0.5908 -0.4908 -0.0532 -0.590
O -1.0825 0.6468 0.1027 0.064
O 0.7283 -0.6933 -0.1781 -0.019
C 1.5744 0.5011 -0.2375 -0.012
H -2.8654 -1.8855 1.3120 0.082
H -3.1873 -2.1035 -0.4288 0.090
H -2.9996 -0.4795 0.2383 0.042
H 2.5675 0.2272 0.1704 0.096
H 1.1745 1.2609 0.4139 0.049
H 1.5995 0.9240 -1.2463 0.067
C -3.3797 2.5912 -6.1972 -0.007
O -2.5428 3.1807 -5.1430 0.014
C -1.7496 2.2597 -4.6200 -0.633
O -1.6281 1.0938 -5.0542 0.051
O -1.1818 2.7305 -3.5455 0.022
C -0.4634 1.7232 -2.8075 0.000
H -2.8799 2.7498 -7.1378 0.091
H -4.2719 3.2445 -6.0931 0.108
H -3.6102 1.5466 -6.0725 0.076
H -0.5139 2.0340 -1.7624 0.075
H 0.5705 1.7034 -3.1525 0.107
H -0.9620 0.7460 -2.9666 0.093
C 0.1505 2.5032 2.6925 0.009
O -0.0866 2.6793 4.1337 -0.039
C -1.3135 3.1978 4.4092 -0.597
O -2.1795 3.6519 3.7134 0.133
O -1.4501 3.2374 5.7277 0.010
C -0.4465 2.6959 6.6401 -0.009
H -0.4148 1.6393 2.3272 0.097
H 1.2035 2.4407 2.5091 0.061
H -0.1920 3.3754 2.1572 0.079
H -0.9715 2.7650 7.5873 0.099
H 0.3972 3.3399 6.7165 0.081
H -0.1190 1.6800 6.4795 0.084
C -4.0498 1.1836 -2.3188 0.010
O -3.6329 2.1942 -1.3662 0.011
C -3.8508 1.8846 -0.0907 -0.610
O -4.6469 1.0529 0.3424 0.075
O -3.2923 2.7076 0.7638 0.022
C -2.4325 3.7727 0.2946 -0.007
H -3.6480 0.2210 -2.0482 0.084
H -3.7888 1.3332 -3.3592 0.078
H -5.1308 1.0757 -2.3798 0.102
H -2.3591 4.3790 1.1965 0.093
H -2.9775 4.2934 -0.4893 0.096
H -1.4716 3.5415 -0.1297 0.068
C 1.2408 -2.7403 2.4239 0.023
O 1.5875 -2.2053 3.7751 0.020
C 2.0229 -0.9610 3.7990 -0.594
O 2.4200 -0.3421 2.7884 0.047
O 1.9910 -0.3887 4.9937 0.013
C 2.6151 0.9491 5.0571 0.019
H 0.2099 -2.4570 2.2403 0.063
H 1.3300 -3.8156 2.4350 0.096
H 1.8001 -2.3008 1.6228 0.069
H 2.8683 1.0970 6.0929 0.095
H 1.9382 1.7350 4.7311 0.073
H 3.5021 0.9995 4.4255 0.075
C 1.3992 -3.9357 -1.0522 0.038
N 1.1193 -4.7779 -2.2376 -0.449
O 1.9196 -4.7850 -3.1489 0.066
O 0.0479 -5.3221 -2.2756 0.071
H 2.2290 -4.4431 -0.5782 0.103
H 0.5239 -3.8750 -0.3871 0.080
H 1.8112 -2.9568 -1.3387 0.081
C 4.9267 -1.2114 -4.0626 0.050
N 3.9526 -0.6636 -3.0563 -0.414
O 3.5045 0.4656 -3.2366 0.040
O 3.6274 -1.3945 -2.1647 0.066
H 5.8886 -1.0629 -3.6359 0.082
H 4.9019 -0.5803 -4.9522 0.096
H 4.7307 -2.2664 -4.2349 0.104
C -3.4844 -5.6592 1.4264 0.046
N -2.2574 -4.9007 1.7231 -0.415
O -2.2430 -4.2522 2.7592 0.055
O -1.3902 -4.8450 0.8731 0.055
H -3.9039 -6.1371 2.3097 0.107
H -3.3328 -6.3640 0.6155 0.096
H -4.2115 -4.9452 1.0743 0.057
```

---

Entry 5:
This record from the OMol25 dataset describes a molecular structure, C41H48N2OPPdS3 at a distorted geometry. The level of theory is ωB97M-V/def2-TZVPD.

## Properties
frontier orbital gap (spin up / spin down)	7.6 / 5.3	eV
⟨S²⟩	6.09
HOMO level (spin up / spin down)	-9.4 / -10.3	eV
net charge	+1
multiplicity	5

Structure (XYZ):
```
97
Properties=species:S:1:pos:R:3:lowdin_charge:R:1
Pd -0.0460 -0.2156 0.1557 0.785
C -4.3982 1.0927 1.9400 -0.060
C -3.9595 2.5061 1.7079 -0.280
C -4.6487 3.4981 2.3985 -0.037
C -4.4048 4.8375 2.1711 -0.057
C -3.4842 5.2021 1.2038 -0.062
C -2.7748 4.2317 0.5225 -0.081
C -2.9703 2.8713 0.7838 -0.280
P -1.8737 1.6216 -0.0497 1.146
C -0.7871 2.7217 -1.0295 -0.288
C 0.2533 3.3798 -0.1439 -0.359
C 0.9987 4.4758 -0.8279 -0.036
C 0.8676 4.7214 -2.1502 -0.065
C -0.0689 4.0170 -2.9235 -0.019
C -0.9259 3.0619 -2.3574 -0.273
C -2.0404 2.5363 -3.2121 -0.032
C -3.0795 0.6781 -1.0509 -0.333
C -4.3749 1.1391 -1.2400 -0.098
C -5.3549 0.3164 -1.7712 -0.038
C -5.0576 -1.0139 -2.0719 -0.054
C -3.7820 -1.4925 -1.9229 -0.014
C -2.7317 -0.6539 -1.4590 -0.315
C -1.4177 -1.1167 -1.4521 -0.021
H -5.4459 0.9913 1.6569 0.101
H -4.3252 0.8152 2.9898 0.093
H -3.8249 0.3986 1.3345 0.025
H -5.4003 3.1998 3.1151 0.121
H -4.9411 5.5889 2.7276 0.111
H -3.3174 6.2424 0.9745 0.111
H -2.0933 4.5421 -0.2541 0.102
H -0.2701 3.8091 0.7280 0.128
H 1.6993 5.0235 -0.2153 0.119
H 1.4634 5.4876 -2.6234 0.112
H -0.1687 4.2586 -3.9683 0.112
H -1.8734 2.7813 -4.2578 0.082
H -2.9711 3.0096 -2.8965 0.093
H -2.1600 1.4595 -3.1221 0.063
H -4.6269 2.1530 -0.9673 0.116
H -6.3540 0.6945 -1.9214 0.114
H -5.8325 -1.6655 -2.4418 0.112
H -3.5465 -2.5108 -2.1984 0.121
H -0.5817 -0.3789 -1.5273 0.020
H -1.2201 -2.1147 -1.8246 0.073
C -1.2421 -0.0495 3.0395 -0.089
N -0.8967 -1.1669 2.1611 -0.315
C -2.0981 -1.9379 1.8381 -0.080
C 0.0532 -2.0501 2.8442 -0.187
C 1.4386 -1.4217 2.9327 -0.188
N 1.9189 -1.0531 1.6007 -0.283
C 2.4393 -2.2404 0.9275 -0.083
C 3.0140 -0.0953 1.7163 -0.080
H -1.6109 -0.4105 4.0063 0.105
H -2.0107 0.5600 2.5769 0.034
H -0.3782 0.5903 3.2079 0.086
H -2.5795 -2.3147 2.7491 0.105
H -1.8337 -2.7835 1.2019 0.094
H -2.8139 -1.3208 1.2978 0.059
H 0.1139 -2.9823 2.2799 0.113
H -0.3083 -2.2893 3.8556 0.136
H 2.1268 -2.1332 3.4136 0.136
H 1.4014 -0.5276 3.5571 0.114
H 3.3130 -2.6400 1.4588 0.106
H 2.7422 -1.9709 -0.0797 0.050
H 1.6811 -3.0194 0.8810 0.080
H 3.8599 -0.5339 2.2607 0.104
H 2.6911 0.7965 2.2490 0.079
H 3.3496 0.1792 0.7195 0.069
O 1.6548 -0.3215 -1.3212 -0.138
C 2.1756 -0.7330 -2.5113 -0.613
C 1.9446 0.2729 -3.6295 -0.472
C 0.7534 0.5799 -4.2166 -0.145
C 0.8902 1.4819 -5.2935 -0.187
C 2.1780 1.8498 -5.5062 -0.390
S 3.2527 1.1117 -4.3900 1.090
C 1.6753 -2.0797 -2.9940 -0.501
C 1.1178 -3.0828 -2.2602 -0.160
C 0.8320 -4.2340 -3.0239 -0.174
C 1.1855 -4.0908 -4.3264 -0.385
S 1.8666 -2.5485 -4.6505 1.085
C 3.6674 -0.8582 -2.2178 -0.502
C 4.4484 0.1328 -1.6950 -0.175
C 5.7620 -0.2924 -1.4185 -0.166
C 5.9571 -1.6049 -1.7107 -0.378
S 4.5399 -2.3484 -2.3345 1.080
H -0.1896 0.1564 -3.9189 0.108
H 0.0691 1.8154 -5.9013 0.103
H 2.5651 2.5107 -6.2551 0.065
H 0.9191 -3.0012 -1.2058 0.087
H 0.3844 -5.1249 -2.6196 0.104
H 1.0869 -4.7960 -5.1270 0.066
H 4.0878 1.1316 -1.5377 0.107
H 6.5289 0.3475 -1.0244 0.106
H 6.8533 -2.1834 -1.6091 0.066
C 1.3023 2.3957 0.4309 -0.057
H 2.1824 2.3806 -0.2092 0.086
H 1.5942 2.7110 1.4298 0.086
H 0.9001 1.3518 0.4715 -0.015
```

---

Entry 6:
This record from the OMol25 dataset describes 2 unconnected molecules or ions with the total composition C2H2BrN at a distorted geometry. The level of theory is ωB97M-V/def2-TZVPD.

## Properties
frontier orbital gap (spin up / spin down)	9.4 / 10.1	eV
⟨S²⟩	2.01
HOMO level (spin up / spin down)	-8.4 / -11.4	eV
net charge	0
multiplicity	3

Structure (XYZ):
```
6
Properties=species:S:1:pos:R:3:nbo_charge:R:1
C 1.1274 0.2981 2.0283 0.068
C -0.6782 -0.3794 -1.2252 -0.287
N 0.0529 0.1279 2.3532 -0.300
Br -1.8347 0.2210 -2.4256 0.137
H 2.1104 0.5624 1.6717 0.233
H -0.3453 -1.3242 -1.5902 0.148
```